# 1
{
  "formula": "C19H31AsIrN5OPS4",
  "method": "the ωB97M-V functional and the def2-TZVPD basis",
  "symbols": ["Ir", "As", "S", "S", "S", "S", "P", "O", "N", "N", "N", "N", "N", "C", "C", "C", "C", "C", "C", "C", "C", "C", "C", "C", "C", "C", "C", "C", "C", "C", "C", "C", "H", "H", "H", "H", "H", "H", "H", "H", "H", "H", "H", "H", "H", "H", "H", "H", "H", "H", "H", "H", "H", "H", "H", "H", "H", "H", "H", "H", "H", "H", "H"],
  "positions_angstrom": [[0.9645, 1.3805, -1.6695], [3.4445, -0.0060, -3.4540], [3.2683, 0.9795, -1.4229], [3.9286, -2.0398, -3.3184], [1.1843, 0.3004, -3.6171], [4.4283, 1.2406, -4.8023], [-0.3995, -0.9401, 0.1748], [-0.1122, 0.4978, -0.1913], [1.2744, 7.1139, 3.1443], [1.0382, 2.9662, -0.2282], [-1.3901, -0.9205, 1.5187], [0.8981, -1.8687, 0.5693], [-1.2335, -1.7306, -0.9791], [1.8850, -1.3460, 1.5519], [0.0530, 4.2861, 1.4979], [-0.8932, -0.5557, 2.8547], [-2.7077, -3.3052, -1.9528], [-0.9144, 2.1840, -2.2205], [-2.7080, -0.3083, 1.3337], [1.2287, 6.2280, 2.4120], [1.6403, -2.5433, -0.5391], [-1.7625, -3.0868, -0.7661], [2.1071, 3.7791, -0.2229], [0.0299, 3.2276, 0.6143], [1.1680, 5.1205, 1.5080], [3.2498, -1.7906, 1.0223], [-3.3274, -0.4483, 2.7160], [2.2136, 4.8611, 0.6253], [-2.1980, -2.3241, -3.0074], [-2.1507, -0.1533, 3.6518], [-1.8190, -1.1092, -2.1755], [2.9230, -2.9876, 0.1387], [-2.7088, -4.3424, -2.2866], [-1.2350, 1.9007, -3.2269], [1.0576, -3.3752, -0.9295], [-0.3753, -1.4053, 3.2974], [2.8901, 3.5138, -0.9224], [-2.2773, -3.1617, 0.1961], [-2.7058, -0.5153, -1.9201], [-1.0955, -0.4634, -2.6630], [-3.6805, -1.4719, 2.8515], [3.0940, 5.4860, 0.5967], [-4.1703, 0.2254, 2.8681], [1.6797, -1.7781, 2.5345], [-0.1886, 0.2809, 2.8109], [-3.7307, -3.0464, -1.6676], [-1.6956, 1.8517, -1.5196], [3.9400, -2.0217, 1.8343], [-2.6355, 0.7491, 1.0397], [-2.1153, 0.9097, 3.8938], [-3.2626, -0.8326, 0.5548], [1.8657, -1.8571, -1.3578], [-0.9504, -3.8157, -0.7622], [-1.3022, -2.7098, -3.4979], [-2.9372, -2.0902, -3.7725], [3.6944, -3.1850, -0.6023], [2.7442, -3.8866, 0.7371], [-0.8093, 2.5501, 0.5524], [-0.7818, 4.4626, 2.1610], [-2.2250, -0.6958, 4.5935], [1.8274, -0.2568, 1.6284], [-0.9018, 3.2809, -2.1937], [3.6800, -1.0013, 0.4054]],
  "forces_ev_per_angstrom": [[-0.123, 0.589, -0.298], [-0.231, 0.234, 0.325], [0.506, -0.159, -0.005], [0.040, -0.083, -0.029], [-0.049, -0.095, -0.217], [0.060, -0.046, -0.086], [0.216, -0.349, 0.181], [-0.500, -0.081, 0.404], [-0.013, -0.121, -0.102], [0.137, -0.038, 0.050], [0.036, 0.036, -0.067], [-0.113, 0.244, -0.163], [0.012, 0.043, 0.129], [0.006, 0.008, 0.065], [0.120, 0.134, 0.028], [0.028, -0.004, 0.020], [-0.016, -0.020, -0.003], [-0.070, -0.111, -0.021], [-0.028, 0.023, -0.007], [0.036, 0.337, 0.276], [-0.032, -0.056, -0.010], [0.000, -0.012, 0.031], [-0.063, -0.158, -0.069], [0.059, -0.156, -0.219], [-0.041, -0.256, -0.199], [0.014, -0.008, 0.021], [-0.024, -0.002, -0.016], [-0.153, 0.056, 0.123], [0.011, 0.027, -0.005], [-0.003, -0.006, 0.017], [0.007, 0.041, -0.074], [-0.028, -0.003, -0.057], [0.010, 0.000, 0.002], [0.028, -0.017, 0.001], [-0.004, -0.014, -0.022], [-0.022, -0.005, 0.001], [0.002, 0.016, 0.010], [0.009, -0.002, -0.006], [0.004, -0.008, 0.001], [0.012, 0.028, -0.007], [0.016, -0.007, 0.002], [-0.001, 0.010, 0.015], [0.001, 0.003, 0.004], [0.018, 0.012, -0.004], [0.007, -0.005, 0.005], [0.002, 0.015, -0.008], [-0.014, -0.002, -0.029], [-0.005, -0.004, 0.008], [0.011, -0.007, 0.017], [-0.003, 0.007, -0.022], [-0.005, -0.004, -0.009], [0.022, -0.014, 0.009], [0.016, -0.011, -0.007], [0.002, -0.015, 0.002], [-0.004, 0.003, 0.002], [0.018, -0.005, -0.018], [0.005, 0.002, 0.007], [0.001, 0.005, 0.020], [0.008, 0.009, 0.005], [0.003, 0.000, 0.001], [0.008, 0.002, -0.005], [0.069, 0.006, 0.004], [-0.011, -0.005, -0.003]],
  "fmax_ha_per_bohr": 0.01305,
  "relative_energy_ev": 0.0000,
  "total_charge": -1,
  "e_lumo_ev": 1.4,
  "total_energy_ha": -5366.02416,
  "multiplicity": 1,
  "homo_energy_ev": -3.89
}

***

# 2
{
  "formula": "H4INP2",
  "method": "the ωB97M-V functional and the def2-TZVPD basis",
  "symbols": ["I", "P", "P", "N", "H", "H", "H", "H"],
  "positions_angstrom": [[-3.2420, 0.2013, -0.2905], [-0.1764, 0.9736, 0.1924], [0.6619, -0.9237, 0.5036], [-2.4837, -1.5950, -0.0998], [-0.3737, 1.3034, 1.5288], [1.0153, 1.6891, 0.0858], [1.1273, -0.9934, -0.8212], [-2.3053, -1.9751, -1.0295]],
  "forces_ev_per_angstrom": [[-0.698, 0.013, -0.299], [-0.007, 0.804, -0.372], [-0.114, -1.105, 0.339], [0.425, -0.387, 0.600], [-0.150, 0.101, 0.456], [0.459, 0.307, -0.141], [0.146, 0.038, -0.277], [-0.059, 0.230, -0.307]],
  "fmax_ha_per_bohr": 0.02259,
  "relative_energy_ev": 2.9954,
  "e_lumo_ev": [-1.2, -1.2],
  "total_energy_ha": -1037.39258,
  "multiplicity": 1,
  "homo_energy_ev": [-8.69, -8.21]
}

***

# 3
{
  "formula": "C5H10FNS",
  "method": "the ωB97M-V functional and the def2-TZVPD basis",
  "symbols": ["S", "F", "N", "C", "C", "C", "C", "C", "H", "H", "H", "H", "H", "H", "H", "H", "H", "H"],
  "positions_angstrom": [[3.9328, 0.0130, 0.1704], [0.0064, -0.4478, 1.5469], [-1.8812, 0.8635, 0.5473], [0.8432, 1.1819, 0.1636], [-0.8085, -1.1209, -0.4889], [-0.6422, 1.1417, -0.1244], [-2.1818, -0.5307, 0.0451], [0.1164, -0.1330, 0.1886], [-2.9294, -0.5235, -0.7603], [1.2713, 1.4088, 1.1352], [-2.6145, 1.5115, 0.2823], [4.8970, -0.6685, -0.4696], [-2.5756, -1.1336, 0.8678], [-0.6532, -2.1537, -0.1631], [-0.7444, -1.0749, -1.5773], [3.2843, -1.1035, 0.5344], [-0.7465, 1.2418, -1.2118], [1.4259, 1.5280, -0.6860]],
  "forces_ev_per_angstrom": [[0.137, -0.127, -0.050], [0.037, -0.059, 0.229], [-0.138, 0.114, -0.100], [0.107, 0.169, -0.055], [-0.011, -0.116, -0.045], [-0.021, 0.146, -0.099], [-0.166, -0.183, -0.039], [0.028, -0.032, -0.252], [0.121, 0.018, 0.119], [-0.057, -0.017, -0.115], [0.096, -0.080, 0.069], [-0.079, 0.028, 0.089], [0.056, 0.074, -0.111], [-0.028, 0.145, -0.043], [0.017, 0.026, 0.140], [0.029, 0.059, -0.045], [0.017, -0.053, 0.141], [-0.145, -0.112, 0.166]],
  "fmax_ha_per_bohr": 0.00498,
  "relative_energy_ev": 3.4301,
  "e_lumo_ev": 0.8,
  "total_energy_ha": -749.18455,
  "smiles": "F[C@@]12CCN[C@H]1C2.S",
  "multiplicity": 1,
  "homo_energy_ev": -8.72
}